[1]
Formula: C4H11NO
Source: the Open Molecules 2025 dataset
Level of theory: ωB97M-V with the def2-TZVPD basis set

XYZ file:
```
17
Properties=species:S:1:pos:R:3:mulliken_charge:R:1
C -0.7753 -1.8475 -0.4128 -0.80
N 0.5978 -1.6417 0.0269 -0.38
C 0.8742 -0.4215 0.7766 -0.78
C 0.9135 0.9015 -0.0894 -0.27
C -0.2120 1.8761 0.2563 -0.52
O -1.2471 1.7109 -0.7474 -0.55
H -0.9973 -2.9134 -0.3884 0.29
H -1.4489 -1.3892 0.3106 0.25
H -0.9841 -1.4305 -1.4062 0.27
H 1.2721 -1.8158 -0.7008 0.24
H 0.1033 -0.2739 1.5199 0.45
H 1.8807 -0.5512 1.1371 0.29
H 1.8562 1.4562 -0.1115 0.38
H 0.8067 0.5624 -1.1230 0.31
H -0.0314 2.9591 0.2432 0.28
H -0.6962 1.7397 1.2318 0.26
H -1.9125 1.0787 -0.5229 0.29
```

Results
Relative energy (zero: lowest compared OMol25 entry of this formula, charge and spin) = 1.7795 eV
2S+1 = 1
SMILES = CNCCCO
HOMO-LUMO gap = 9.5 eV
Calculated total energy = -288.95162 Ha


[2]
Formula: C35H46AlCl2N3P
Source: the Open Molecules 2025 dataset
Level of theory: ωB97M-V with the def2-TZVPD basis set

XYZ file:
```
88
Properties=species:S:1:pos:R:3:mulliken_charge:R:1
P -0.1420 1.0272 -3.0130 -0.66
C -1.7715 0.3486 -3.4507 0.51
C -2.3753 1.1371 -4.6221 -0.54
C -3.8193 0.6822 -4.8806 -0.91
C -3.9368 -0.8344 -5.0477 -0.71
C -3.2815 -1.6287 -3.9116 -0.85
C -1.8372 -1.1861 -3.6406 -0.08
C 1.2895 0.2464 -3.7799 0.26
C 1.2103 0.5508 -5.2744 -0.88
C 2.5502 0.1477 -5.9042 -0.89
C 2.9123 -1.3103 -5.5997 -0.73
C 2.8289 -1.6886 -4.1123 -0.72
C 1.5051 -1.2555 -3.4769 -0.02
C -0.0709 2.8625 -2.8953 0.03
C -1.1973 3.3450 -1.9577 -0.51
C -1.1549 4.8709 -1.8879 -0.97
C 0.2124 5.4037 -1.4409 -0.68
C 1.3826 4.7702 -2.1956 -0.92
C 1.2798 3.2477 -2.2549 -0.48
H -2.3568 0.5536 -2.5295 0.53
H -1.7617 0.9863 -5.5239 0.17
H -2.3625 2.2142 -4.4027 0.30
H -4.1962 1.1938 -5.7719 0.38
H -4.4445 1.0126 -4.0407 0.37
H -4.9919 -1.1133 -5.1350 0.38
H -3.4573 -1.1186 -5.9924 0.32
H -3.8669 -1.5118 -2.9904 0.38
H -3.2944 -2.6961 -4.1588 0.39
H -1.4501 -1.6825 -2.7380 -0.62
H -1.2053 -1.4990 -4.4886 0.29
H 2.1731 0.7551 -3.3452 0.49
H 3.3258 0.8169 -5.5073 0.35
H 1.0138 1.6199 -5.4459 0.29
H 0.3810 -0.0153 -5.7275 0.21
H 2.4956 0.3215 -6.9828 0.39
H 3.9188 -1.5176 -5.9765 0.41
H 2.2265 -1.9584 -6.1594 0.30
H 2.9607 -2.7709 -3.9949 0.40
H 3.6480 -1.2084 -3.5606 0.41
H 1.5133 -1.4185 -2.3882 -0.71
H 0.6801 -1.8604 -3.8814 0.38
H -0.1748 3.3525 -3.8946 0.66
H -2.1886 3.0014 -2.2887 0.51
H -1.0147 2.8834 -0.9732 0.09
H -1.3784 5.2556 -2.8927 0.35
H -1.9449 5.2242 -1.2193 0.38
H 0.3339 5.2181 -0.3666 0.31
H 0.2404 6.4880 -1.5790 0.38
H 2.3365 5.0463 -1.7393 0.40
H 1.3915 5.1394 -3.2297 0.36
H 2.1330 2.8219 -2.8036 0.27
H 1.2821 2.7943 -1.2477 0.04
Al -0.2221 -0.5925 1.0316 -0.03
Cl 1.6104 0.4070 0.3435 -0.49
Cl -1.8854 0.7611 0.8539 -0.43
C -0.5916 -2.0301 -0.2738 -0.77
H -1.5972 -2.1066 -0.7086 0.43
C 0.1900 -3.1874 -0.3925 1.24
C 1.6331 -3.1279 -0.2783 -0.05
C 2.4135 -4.2742 -0.2162 -0.88
C 1.8159 -5.5462 -0.2994 -0.53
C 0.4191 -5.6512 -0.4526 -0.35
C -0.3701 -4.5161 -0.5421 -0.76
H 2.0980 -2.1389 -0.2326 0.13
H 3.4996 -4.1891 -0.1006 0.34
H -0.0429 -6.6467 -0.5064 0.32
H -1.4531 -4.5876 -0.6890 0.29
H 2.4342 -6.4468 -0.2482 0.32
N -0.6185 1.7859 11.1039 -0.53
C -0.4101 1.4218 10.0155 0.09
C -0.1580 0.9561 8.6853 0.37
C -0.9837 1.3506 7.6298 -0.97
C -0.7960 0.8381 6.3542 -0.42
C 0.2267 -0.0995 6.1657 1.72
C 1.1169 -0.4592 7.1792 -0.61
C 0.9095 0.0801 8.4499 -0.82
N 0.3191 -0.7530 4.9166 0.37
C 1.0728 -1.9064 4.6169 -0.28
C 0.9393 -2.1443 3.2908 -0.70
N 0.1043 -1.1395 2.7685 0.08
C -0.2670 -0.3488 3.7870 -0.40
H -1.7955 2.0530 7.8024 0.41
H -1.4514 1.1214 5.5211 0.29
H 1.9409 -1.1477 6.9680 0.28
H 1.5768 -0.2056 9.2486 0.44
H 1.6567 -2.4125 5.3649 0.32
H 1.4019 -2.9164 2.6832 0.45
H -0.8423 0.5682 3.7178 0.31
```

Results
2S+1 = 1
Total charge = -1
HOMO-LUMO gap (alpha / beta) = 2.8 / 2.5 eV
Calculated total energy = -3029.87382 Ha


[3]
Formula: C9H7NO2
Source: the Open Molecules 2025 dataset
Level of theory: ωB97M-V with the def2-TZVPD basis set

XYZ file:
```
19
Properties=species:S:1:pos:R:3:mulliken_charge:R:1
C -3.5979 -0.7622 -0.1843 -0.98
C -2.0946 -0.7895 -0.0680 0.73
C -0.0391 0.4426 -0.2545 0.81
C 0.4376 1.7337 -0.1559 -0.28
C 1.8004 1.9468 0.1027 -0.33
C 2.8331 0.8491 0.2694 -0.70
C 2.2136 -0.4291 0.1035 0.39
C 0.8484 -0.6825 -0.0224 -0.46
C 2.9251 -1.6007 -0.1965 0.21
H -4.1168 -0.1964 1.2816 0.28
H -3.8430 -2.0787 -0.1051 0.31
H -4.3558 0.1009 -1.3294 0.30
H -0.2137 2.7755 -0.1227 0.20
H 2.2201 2.9420 0.2035 0.35
H 3.9081 0.9818 0.6932 0.32
H 0.3277 -1.8066 -0.0078 0.26
N 3.5524 -2.5101 -0.4365 -0.47
O -1.3725 -1.4341 0.7625 -0.54
O -1.4331 0.5177 -0.5334 -0.40
```

Results
Relative energy (zero: lowest compared OMol25 entry of this formula, charge and spin) = 9.3483 eV
2S+1 = 1
HOMO-LUMO gap = 8.0 eV
Calculated total energy = -552.08367 Ha


[4]
Formula: C4H7N3
Source: the Open Molecules 2025 dataset
Level of theory: ωB97M-V with the def2-TZVPD basis set

XYZ file:
```
14
Properties=species:S:1:pos:R:3:mulliken_charge:R:1
C 0.3539 0.4159 -0.0614 0.68
C -0.1980 -1.0180 0.0796 -0.24
C -1.9648 0.5811 -0.0312 -0.57
C -0.8220 1.3126 -0.0212 -0.59
H 3.2186 0.1212 -0.8326 0.30
H 3.0502 0.0418 0.8140 0.27
H 0.2103 -1.7827 -0.5949 0.29
H -0.0642 -1.3935 1.1154 0.19
H -2.5549 -1.2920 -0.2404 0.23
H -2.9537 0.9061 0.0755 0.45
H -0.7484 2.3739 0.0903 0.41
N 2.5553 -0.2539 -0.0791 -0.66
N 1.5736 0.7390 -0.1098 -0.54
N -1.6559 -0.7514 -0.2041 -0.21
```

Results
Relative energy (zero: lowest compared OMol25 entry of this formula, charge and spin) = 2.2954 eV
2S+1 = 1
SMILES = N/N=C1/C=CNC1
HOMO-LUMO gap = 8.6 eV
Calculated total energy = -320.79894 Ha


[5]
Formula: C2H3F3Si
Source: the Open Molecules 2025 dataset
Level of theory: ωB97M-V with the def2-TZVPD basis set

XYZ file:
```
9
Properties=species:S:1:pos:R:3:mulliken_charge:R:1
C 1.4460 -0.2939 0.1502 0.50
C 0.4597 0.5355 -0.0017 0.01
F 1.1721 -1.5617 0.4482 -0.21
F 2.7371 -0.1066 0.0867 -0.22
F 0.6943 1.7867 -0.5324 -0.26
Si -1.3992 -0.1127 0.0370 0.41
H -1.2338 -1.3155 -0.5410 -0.09
H -1.9851 0.6813 -1.0442 -0.09
H -1.8912 0.3869 1.3971 -0.05
```

Results
Relative energy (zero: lowest compared OMol25 entry of this formula, charge and spin) = 7.1400 eV
2S+1 = 1
SMILES = FC(F)=C(F)[SiH3]
HOMO-LUMO gap = 10.6 eV
Calculated total energy = -667.00996 Ha


[6]
Formula: C4H6O2S
Source: the Open Molecules 2025 dataset
Level of theory: ωB97M-V with the def2-TZVPD basis set

XYZ file:
```
13
Properties=species:S:1:pos:R:3:mulliken_charge:R:1
C 2.4025 -0.0644 -0.8574 -0.64
C 0.0276 -0.1976 -0.5363 0.60
C -0.6978 0.2657 1.6693 0.00
C -0.6410 1.2946 2.5302 -0.67
H 3.0606 -0.0023 -1.7112 0.24
H 2.5282 0.7672 -0.2652 0.30
H 2.4845 -0.9798 -0.3480 0.32
H -1.5549 -0.4514 1.5568 0.32
H -1.3448 1.4149 3.3599 0.27
H 0.1361 2.0390 2.4129 0.24
O 1.0476 -0.0221 -1.3434 -0.29
O 0.3306 0.1802 0.6783 -0.30
S -1.4302 -0.7402 -1.0325 -0.37
```

Results
Relative energy (zero: lowest compared OMol25 entry of this formula, charge and spin) = 1.6276 eV
2S+1 = 1
SMILES = C=COC(=S)OC
HOMO-LUMO gap = 9.6 eV
Calculated total energy = -704.61971 Ha


[7]
Formula: C30H30IN2O4ReS2
Source: the Open Molecules 2025 dataset
Level of theory: ωB97M-V with the def2-TZVPD basis set

XYZ file:
```
70
Properties=species:S:1:pos:R:3:mulliken_spin:R:1
Re 0.1661 0.0831 0.7593 0.82
C -0.2089 3.3945 -2.4217 0.00
C 1.1906 3.0458 -2.0176 0.00
N 2.1801 3.7485 -2.5558 0.00
C 3.4418 3.4725 -2.2552 0.00
C 3.8413 2.4523 -1.3961 0.00
C 5.3158 2.2391 -1.1522 0.00
O 5.6195 0.8526 -1.2330 0.00
C 2.8182 1.7023 -0.7959 0.02
C 3.1312 0.5575 0.0350 0.00
N 2.2765 -0.1538 0.6973 -0.02
C 2.7959 -1.3681 1.2776 -0.01
C 3.9421 -1.3978 2.0550 0.00
C 4.4224 -2.6171 2.5171 0.00
C 3.7700 -3.8022 2.2087 0.00
C 2.6124 -3.7866 1.4373 0.00
C 2.1525 -2.5637 0.9966 0.00
I 0.3941 -2.3851 -0.1474 0.00
C 1.4967 2.0267 -1.1184 0.01
O 0.4589 1.3422 -0.5426 0.05
H -0.2014 3.7153 -3.4611 0.00
H -0.5716 4.2433 -1.8362 0.00
H -0.8980 2.5586 -2.3120 0.00
H 4.1891 4.0882 -2.7431 0.00
H 5.5876 2.6414 -0.1693 0.00
H 5.8693 2.8079 -1.8998 0.00
H 6.5550 0.7407 -1.4361 0.00
H 4.1693 0.2350 0.0219 0.00
H 4.4584 -0.4758 2.2937 0.00
H 5.3213 -2.6402 3.1179 0.00
H 4.1570 -4.7470 2.5648 0.00
H 2.1021 -4.7088 1.1930 0.00
O 0.2224 -0.6027 2.5731 0.03
S -0.5297 -0.5735 3.9839 0.02
C -0.5673 1.1732 4.4328 0.00
C -1.5113 1.9483 3.5125 -0.01
C -0.8167 2.5451 2.2906 0.05
C -1.7277 2.9574 1.1459 0.00
S -2.6522 1.6175 0.3331 0.00
O -1.8472 0.3011 0.6378 0.04
C -4.1217 1.4427 1.3132 0.00
C -5.0029 2.5186 1.3007 0.00
C -6.2016 2.3940 1.9852 0.00
C -6.5128 1.2050 2.6332 0.00
C -5.6314 0.1322 2.6034 0.00
C -4.4199 0.2393 1.9352 0.00
C 0.6222 -1.2692 5.0800 0.01
C 0.1631 -2.3800 5.7874 0.00
C 1.0045 -2.9657 6.7220 0.00
C 2.2767 -2.4500 6.9189 0.00
C 2.7302 -1.3511 6.1868 0.00
C 1.9043 -0.7460 5.2624 0.00
H 0.4549 1.5556 4.4441 0.00
H -0.9343 1.1536 5.4616 0.00
H -1.9619 2.7635 4.0810 0.00
H -2.3426 1.3045 3.2196 0.00
H 0.0143 1.8895 1.9283 -0.01
H -0.2465 3.4329 2.5802 0.01
H -1.1584 3.4284 0.3453 0.00
H -2.4885 3.6650 1.4830 0.00
H -4.7805 3.4327 0.7616 0.00
H -6.9001 3.2193 1.9948 0.00
H -7.4571 1.1105 3.1519 0.00
H -5.8926 -0.7972 3.0908 0.00
H -3.7387 -0.5988 1.8844 0.00
H -0.8336 -2.7700 5.6212 0.00
H 0.6651 -3.8181 7.2936 0.00
H 2.9309 -2.9060 7.6502 0.00
H 3.7257 -0.9646 6.3574 0.00
H 2.2481 0.1093 4.6944 0.00
```

Results
Relative energy (zero: lowest compared OMol25 entry of this formula, charge and spin) = 0.0000 eV
<S²> = 0.7563
2S+1 = 2
Total charge = +3
HOMO-LUMO gap (alpha / beta) = 6.5 / 6.9 eV
Calculated total energy = -2743.00632 Ha


[8]
Formula: C6H12
Source: the Open Molecules 2025 dataset
Level of theory: ωB97M-V with the def2-TZVPD basis set

XYZ file:
```
18
Properties=species:S:1:pos:R:3:mulliken_charge:R:1
C -1.3617 -1.0128 0.5196 -1.78
C -0.3493 -0.0070 -0.0079 1.96
C -1.0476 1.1845 -0.6570 -1.76
C 0.7350 0.4135 1.0265 -1.04
C 1.8427 -0.0321 0.0502 -0.42
C 0.7713 -0.6219 -0.8966 -1.05
H -1.9889 -1.4044 -0.2912 0.38
H -0.8492 -1.8576 0.9947 0.44
H -2.0200 -0.5542 1.2685 0.38
H -1.6688 0.8753 -1.5078 0.39
H -0.3232 1.9207 -1.0268 0.41
H -1.6992 1.6895 0.0667 0.39
H 0.7361 1.4765 1.2905 0.30
H 0.7235 -0.1728 1.9543 0.30
H 2.5697 -0.7375 0.4632 0.29
H 2.3830 0.8143 -0.3866 0.22
H 0.7363 -1.7171 -0.9318 0.30
H 0.8103 -0.2570 -1.9286 0.29
```

Results
Relative energy (zero: lowest compared OMol25 entry of this formula, charge and spin) = 0.8269 eV
2S+1 = 1
SMILES = CC1(C)CCC1
HOMO-LUMO gap = 11.4 eV
Calculated total energy = -235.78783 Ha